(1)
{
  "formula": "C4H12N2O2",
  "method": "the ωB97M-V functional and the def2-TZVPD basis",
  "total_charge": 0,
  "de_lowest_kcal_mol": 66.37,
  "smiles": "CC(C)NC(N)=O.O",
  "homo_energy_ev": -9.42,
  "orbital_gap_ev": 10.19,
  "elements": ["C", "C", "C", "N", "C", "N", "O", "H", "H", "H", "H", "H", "H", "H", "H", "H", "H", "H", "H", "O"],
  "coordinates": [[0.8902, -0.2084, -1.5506], [0.3390, 0.9352, -0.5898], [0.4810, 0.5399, 0.8295], [-1.1146, 1.1421, -0.8301], [-1.9380, -0.0654, -0.9209], [-3.3192, 0.2679, -0.8725], [-1.7592, -1.2607, -0.7118], [1.9298, 0.1952, -1.9290], [0.8469, -1.1896, -0.9553], [0.3417, -0.3988, -2.4700], [0.7008, 2.0084, -0.9462], [1.4864, 0.7296, 1.0930], [0.3626, -0.4067, 1.0618], [-0.3630, 1.1170, 1.1876], [-1.3628, 1.8396, -1.5419], [-3.5331, 1.2791, -0.9397], [-3.9475, -0.3470, -0.3607], [3.7543, -1.7420, 2.8469], [3.1437, -2.1574, 4.2438], [3.0610, -2.2781, 3.3559]]
}



(2)
{
  "formula": "C4H10ClNS",
  "method": "the ωB97M-V functional and the def2-TZVPD basis",
  "total_charge": 0,
  "de_lowest_kcal_mol": 28.25,
  "smiles": "C=C(C)C.NSCl",
  "homo_energy_ev": -8.77,
  "orbital_gap_ev": 9.33,
  "elements": ["C", "C", "C", "C", "N", "S", "Cl", "H", "H", "H", "H", "H", "H", "H", "H", "H", "H"],
  "coordinates": [[1.0132, -0.5404, 1.1090], [1.0563, 0.0995, -1.2983], [1.0584, 1.9447, 0.4025], [1.0320, 0.4344, 0.1689], [-2.3657, -2.1222, 0.3356], [-1.9927, -0.5403, -0.1310], [-3.9235, 0.2920, -0.3185], [0.9676, -0.1417, 2.2182], [-2.3083, -2.6649, -0.4967], [1.0692, -1.4928, 0.6777], [0.3461, -0.6229, -1.5808], [2.1178, -0.2343, -1.6491], [0.9177, 0.9507, -1.8738], [1.3047, 2.3454, -0.5661], [0.0424, 2.2463, 0.5642], [1.7722, 2.2073, 1.1424], [-2.1075, -2.1610, 1.2958]]
}



(3)
{
  "formula": "C4H5N3",
  "method": "the ωB97M-V functional and the def2-TZVPD basis",
  "total_charge": 0,
  "de_lowest_kcal_mol": 95.01,
  "homo_energy_ev": [-8.71, -8.71],
  "orbital_gap_ev": [8.60, 8.60],
  "elements": ["N", "C", "C", "N", "C", "N", "C", "H", "H", "H", "H", "H"],
  "coordinates": [[-2.0926, 0.2107, 0.2227], [-0.8258, 0.1012, 0.6019], [0.1346, 0.6746, -0.2496], [1.3713, 1.0479, 0.3529], [2.1089, -0.0117, 0.3825], [1.5657, -1.2186, -0.0439], [0.3113, -0.9642, -0.2709], [-2.3768, 0.7701, -0.5883], [-2.8316, -0.2041, 0.7541], [-0.1482, 1.2316, -1.1539], [3.1393, 0.0638, 0.7169], [-0.3563, -1.7011, -0.7243]]
}



(4)
{
  "formula": "C46H52BFN3O3PbTe",
  "method": "the ωB97M-V functional and the def2-TZVPD basis",
  "total_charge": -1,
  "homo_energy_ev": -3.34,
  "orbital_gap_ev": 5.45,
  "elements": ["Pb", "C", "C", "C", "C", "C", "C", "C", "F", "C", "C", "C", "O", "C", "C", "N", "C", "C", "O", "O", "H", "H", "H", "H", "H", "H", "H", "H", "H", "H", "H", "Te", "C", "C", "C", "C", "C", "C", "H", "H", "H", "H", "H", "C", "C", "C", "C", "C", "C", "C", "C", "C", "C", "C", "C", "N", "B", "N", "C", "C", "C", "C", "C", "C", "C", "C", "C", "C", "C", "C", "C", "C", "H", "H", "H", "H", "H", "H", "H", "H", "H", "H", "H", "H", "H", "H", "H", "H", "H", "H", "H", "H", "H", "H", "H", "H", "H", "H", "H", "H", "H", "H", "H", "H", "H", "H", "H", "H"],
  "coordinates": [[1.0749, -1.0449, 0.3257], [0.5639, 1.3718, -7.1799], [2.0212, 1.3834, -6.7126], [2.6397, 2.7383, -7.0375], [4.0324, 2.8618, -6.4330], [3.9117, 2.7280, -4.9407], [4.7186, 3.4324, -4.0706], [4.5514, 3.2823, -2.7012], [5.3687, 3.9774, -1.8800], [3.5912, 2.4653, -2.1721], [2.7635, 1.7443, -3.0390], [1.7366, 0.8603, -2.4699], [1.4553, 0.9380, -1.2703], [1.1544, -0.0642, -3.4049], [1.3684, 0.1196, -4.7284], [2.1177, 1.1216, -5.2684], [2.9224, 1.8738, -4.4278], [0.2795, -1.2638, -3.0312], [-0.3581, -1.7709, -3.9592], [0.2957, -1.6709, -1.8317], [0.5165, 1.7262, -8.2103], [-0.0330, 2.0365, -6.5537], [0.1230, 0.3780, -7.1422], [2.5685, 0.6000, -7.2508], [1.9987, 3.5221, -6.6234], [2.6683, 2.8626, -8.1203], [4.4804, 3.8230, -6.6876], [4.6753, 2.0729, -6.8366], [5.4896, 4.0918, -4.4488], [3.4576, 2.3541, -1.1042], [0.9056, -0.5746, -5.4157], [0.6872, -3.9315, 0.0809], [1.8105, -4.8319, 1.6640], [1.3820, -4.8417, 2.9914], [2.0986, -5.4955, 3.9836], [3.2764, -6.1612, 3.6729], [3.7252, -6.1550, 2.3590], [3.0011, -5.5003, 1.3733], [0.4551, -4.3477, 3.2529], [1.7290, -5.5019, 5.0032], [3.8348, -6.6776, 4.4446], [4.6448, -6.6669, 2.0982], [3.3583, -5.5084, 0.3501], [-2.3479, -3.5171, 3.2046], [-3.2378, -2.3333, 2.8359], [-4.5136, -2.3344, 3.6866], [-3.5959, -2.3166, 1.3591], [-4.3534, -3.3558, 0.8359], [-4.8287, -3.2996, -0.4599], [-4.5618, -2.1839, -1.2327], [-3.7736, -1.1354, -0.7672], [-3.5742, 0.0396, -1.7144], [-4.1438, 1.3558, -1.1690], [-2.1245, 0.1973, -2.1742], [-3.2547, -1.2297, 0.5348], [-2.4512, -0.1994, 1.1100], [-1.0173, -0.0289, 1.1721], [-0.8838, 1.0943, 2.0881], [-2.1388, 1.4846, 2.5477], [-3.0726, 0.7176, 1.9586], [0.2874, 1.7538, 2.5479], [1.1432, 1.0701, 3.4311], [2.2938, 1.6961, 3.8949], [2.6004, 2.9876, 3.5131], [1.7446, 3.6612, 2.6611], [0.5845, 3.0748, 2.1604], [-0.2496, 3.9496, 1.2264], [-1.4220, 4.6337, 1.9511], [-0.7420, 3.2662, -0.0482], [0.8215, -0.3188, 3.9563], [0.2981, -0.1938, 5.3925], [2.0398, -1.2503, 3.8943], [-2.0213, -3.4304, 4.2450], [-1.4767, -3.5436, 2.5519], [-2.8793, -4.4658, 3.0951], [-2.6922, -1.4200, 3.0718], [-5.0868, -3.2513, 3.5363], [-5.1526, -1.4872, 3.4274], [-4.2573, -2.2607, 4.7461], [-4.5807, -4.2180, 1.4518], [-5.4217, -4.1110, -0.8636], [-4.9694, -2.1236, -2.2352], [-4.1599, -0.1987, -2.6074], [-3.5064, 1.7841, -0.3983], [-5.1405, 1.1996, -0.7489], [-4.2267, 2.0820, -1.9816], [-1.4411, 0.3151, -1.3359], [-2.0334, 1.0731, -2.8244], [-1.8181, -0.6851, -2.7342], [-2.2638, 2.2616, 3.2837], [-4.1441, 0.7353, 2.0774], [2.9553, 1.1593, 4.5638], [3.5048, 3.4634, 3.8722], [1.9830, 4.6779, 2.3689], [0.4281, 4.7494, 0.9141], [-2.2929, 3.9812, 1.9843], [-1.7071, 5.5434, 1.4175], [-1.1482, 4.9048, 2.9729], [-1.5991, 2.6252, 0.1492], [0.0392, 2.6580, -0.4948], [-1.0510, 4.0265, -0.7716], [0.0276, -0.7501, 3.3470], [1.0501, 0.2662, 6.0374], [0.0415, -1.1753, 5.7975], [-0.5938, 0.4363, 5.4113], [2.7017, -1.0897, 4.7489], [2.6111, -1.0792, 2.9807], [1.7332, -2.2948, 3.8990]]
}



(5)
{
  "formula": "C12H23N4O4",
  "method": "the ωB97M-V functional and the def2-TZVPD basis",
  "total_charge": 1,
  "de_lowest_kcal_mol": 16.82,
  "homo_energy_ev": -11.69,
  "orbital_gap_ev": 6.90,
  "elements": ["N", "C", "N", "N", "C", "O", "C", "O", "C", "C", "C", "N", "C", "C", "H", "H", "H", "H", "H", "H", "H", "H", "H", "H", "H", "H", "H", "C", "O", "C", "C", "O", "C", "H", "H", "H", "H", "H", "H", "H", "H", "H", "H"],
  "coordinates": [[-1.9830, 4.4556, 2.3594], [-2.6784, 3.1668, 2.2975], [-4.0871, 3.3816, 2.4775], [-2.2283, 2.3749, 3.4694], [-2.2805, 2.4100, 1.0225], [-3.1050, 2.7726, -0.1125], [-2.4457, 2.8311, -1.2884], [-2.2920, 3.8792, -1.8709], [-1.8707, 1.5981, -1.9608], [-0.7183, 0.9884, -1.4952], [-0.1977, -0.0865, -2.1442], [-0.8310, -0.5339, -3.2215], [-1.9489, 0.0111, -3.7021], [-2.4889, 1.0923, -3.0960], [-0.9804, 4.3153, 2.4224], [-2.3097, 4.8783, 3.2228], [-4.5952, 3.5102, 1.6129], [-4.4896, 2.6730, 3.0708], [-2.0775, 1.4003, 3.2418], [-1.4163, 2.7904, 3.8969], [-1.2398, 2.6832, 0.7951], [-2.3123, 1.3201, 1.1421], [-0.2126, 1.3701, -0.6190], [0.7077, -0.5819, -1.8048], [-0.4495, -1.3381, -3.7080], [-2.4005, -0.4345, -4.5785], [-3.3843, 1.5541, -3.4903], [2.9282, -4.8050, 1.3035], [4.1212, -4.4646, 0.6162], [3.9220, -4.2505, -0.7712], [3.8955, -2.7737, -1.1032], [2.7474, -2.1307, -0.5479], [3.0537, -1.3916, 0.6266], [3.1315, -4.7490, 2.3715], [2.1129, -4.1167, 1.0654], [2.6285, -5.8281, 1.0567], [3.0067, -4.7424, -1.1148], [4.7677, -4.7099, -1.2908], [3.8341, -2.6579, -2.1898], [4.8126, -2.2854, -0.7645], [3.6037, -0.4807, 0.3687], [3.6371, -1.9839, 1.3330], [2.1128, -1.1116, 1.1016]]
}



(6)
{
  "formula": "C33H57BiIN2O2Si",
  "method": "the ωB97M-V functional and the def2-TZVPD basis",
  "total_charge": 1,
  "homo_energy_ev": -11.15,
  "orbital_gap_ev": 7.60,
  "elements": ["O", "O", "C", "C", "H", "H", "H", "H", "H", "C", "C", "H", "H", "H", "H", "H", "C", "C", "C", "H", "H", "H", "H", "H", "C", "H", "H", "H", "H", "H", "H", "N", "C", "C", "C", "C", "H", "H", "H", "C", "H", "H", "H", "N", "C", "C", "C", "C", "H", "C", "H", "C", "H", "C", "C", "C", "C", "C", "C", "H", "C", "H", "C", "H", "C", "C", "Bi", "H", "H", "H", "H", "H", "H", "H", "H", "H", "H", "H", "H", "H", "C", "Si", "H", "H", "C", "C", "C", "H", "H", "H", "H", "H", "H", "H", "H", "H", "I"],
  "coordinates": [[0.9649, -2.2855, -1.7924], [-2.3303, -2.6103, -6.3219], [2.3035, -2.6658, -2.5826], [3.1928, -3.7008, -1.8800], [2.7585, -1.6788, -2.6583], [2.0220, -3.0075, -3.5718], [3.7392, -3.3042, -1.0196], [3.9648, -3.9246, -2.6138], [2.6938, -4.6334, -1.6418], [-0.2633, -3.1492, -2.0462], [-0.0157, -4.2034, -3.1263], [-1.2101, -2.6044, -2.2706], [-0.5671, -3.5457, -1.0391], [-0.0762, -3.7800, -4.1410], [-0.8159, -4.9883, -3.1231], [0.9838, -4.6381, -3.0371], [-3.0370, -2.1075, -5.1549], [-1.4296, -1.5715, -6.8009], [-3.9994, -3.1335, -4.5666], [-3.6135, -1.2463, -5.4304], [-2.3143, -1.7138, -4.3548], [-4.6032, -3.7256, -5.2855], [-4.7521, -2.6320, -3.9356], [-3.4272, -3.8639, -3.9494], [-0.7550, -1.8989, -8.1444], [-0.6550, -1.4042, -6.0028], [-1.9782, -0.6210, -6.9093], [-0.1285, -2.8111, -8.0706], [-0.0830, -1.0575, -8.3563], [-1.4350, -2.0205, -9.0139], [0.6439, -0.7904, -2.6875], [1.6230, 0.9054, 1.1803], [1.5173, 2.2163, 1.4287], [0.3713, 3.0165, 1.1934], [-0.9343, 2.5330, 1.0407], [2.7305, 2.8022, 2.0634], [3.6115, 2.6902, 1.3967], [2.9972, 2.2997, 3.0176], [2.5366, 3.8558, 2.2728], [-2.0925, 3.4750, 1.0967], [-2.7299, 3.2819, 1.9869], [-2.7586, 3.3323, 0.2223], [-1.7173, 4.5080, 1.1128], [-1.2798, 1.2320, 0.9873], [2.8365, 0.1772, 1.4342], [3.8553, 0.1518, 0.4545], [3.7781, 1.0563, -0.7554], [4.9111, -0.6956, 0.7098], [5.7133, -0.7484, -0.0708], [5.0103, -1.3821, 1.9109], [5.8954, -2.0092, 2.1197], [4.0501, -1.2241, 2.8925], [4.1195, -1.7150, 3.8922], [2.9574, -0.4207, 2.7009], [1.9058, -0.1223, 3.7382], [-2.6303, 0.8438, 1.2877], [-3.5373, 0.6354, 0.2393], [-3.1560, 0.9558, -1.1711], [-4.8179, 0.2055, 0.5862], [-5.5499, 0.0841, -0.2134], [-5.1665, 0.0342, 1.9299], [-6.1910, -0.2166, 2.2030], [-4.2547, 0.3118, 2.9454], [-4.5155, 0.2542, 3.9980], [-2.9713, 0.7494, 2.6479], [-1.9534, 1.1410, 3.6809], [0.1412, -0.2715, -0.0149], [3.6446, 0.4633, -1.6813], [4.7386, 1.6053, -0.8439], [3.0046, 1.8385, -0.7291], [1.7003, 0.9551, 3.8492], [2.2498, -0.4678, 4.7301], [0.9528, -0.6412, 3.5288], [-3.8617, 0.4569, -1.8530], [-2.1289, 0.6380, -1.4520], [-3.1981, 2.0381, -1.3696], [-0.9793, 0.6476, 3.5343], [-2.3079, 0.8773, 4.6869], [-1.7642, 2.2251, 3.6675], [0.5014, 4.1067, 1.2420], [0.8336, -0.0406, -3.4289], [0.4802, 1.9774, -3.5244], [1.9648, -0.0991, -3.6613], [0.1562, -0.4396, -4.2531], [1.5929, 2.4741, -5.0243], [0.8654, 3.4215, -2.2795], [-1.3800, 2.4795, -3.7727], [-1.9545, 1.6059, -4.1176], [-1.5660, 3.2557, -4.5402], [-1.8444, 2.8965, -2.8565], [2.6113, 2.1157, -4.7570], [1.6708, 3.5534, -5.2533], [1.2692, 1.9624, -5.9444], [1.7370, 3.2542, -1.6367], [0.0193, 3.7162, -1.6312], [1.0981, 4.3813, -2.7782], [-0.7689, -2.2276, 1.6615]]
}